(1)
Below is C48H42Br72NO7S as an isolated structure, with properties calculated with ωB97M-V/def2-TZVPD.

Properties
Multiplicity: 1
HOMO energy, eV: -5.39
Charge: -1

CARTESIAN COORDINATES (ANGSTROEM)
C: 1.36885 1.00413 2.60013
C: 0.92845 1.54439 1.08667
C: 1.85491 2.61403 0.19923
C: 3.28353 3.18774 0.83735
C: 2.97079 4.78618 1.21167
C: 1.67104 4.97630 2.20080
S: 0.31316 6.05163 1.48189
O: 0.52703 7.57418 1.66447
O: 0.00941 5.78984 -0.02297
O: -1.14638 5.64738 2.33282
C: 1.44664 3.18621 -1.28562
C: 0.00862 2.71371 -1.99547
C: -0.91584 1.67483 -1.11500
C: -0.48544 1.08018 0.38782
C: -1.57545 0.03938 1.11315
O: -1.23345 -1.08715 1.74354
C: -3.17347 0.50201 0.94051
C: -4.19310 0.37495 2.21798
C: -3.73834 -0.23886 3.68129
O: -4.49478 -1.27608 4.13703
O: -2.58562 0.20225 4.48203
C: -5.75403 0.90815 1.96742
C: -6.18693 1.49351 0.47043
C: -5.15214 1.61063 -0.81416
C: -5.63731 2.21461 -2.30075
C: -5.89524 3.79288 -2.33397
C: -6.32074 4.51023 -3.73379
C: -6.46186 3.39757 -4.91577
C: -6.18054 1.85352 -4.58672
N: -5.74551 1.15958 -3.34243
C: -3.60462 1.10120 -0.56032
C: -2.39705 1.18114 -1.71472
O: -2.61150 0.83621 -2.99002
H: 2.37684 0.38285 2.54712
H: 0.56321 0.26547 3.06834
H: 1.44052 1.90417 3.38115
H: 4.18359 3.09496 0.08173
H: 3.49779 2.64548 1.85194
H: 2.67800 5.28838 0.17853
H: 3.94068 5.35459 1.58098
H: 2.02632 5.51382 3.20519
H: 1.17121 3.96937 2.54397
H: -1.85114 5.34163 1.66984
H: 2.15369 3.94021 -1.86209
H: -0.30246 3.12281 -3.06562
H: -6.48704 0.84683 2.88760
H: -7.30535 1.85368 0.37560
H: -5.77838 4.44030 -1.35812
H: -6.53064 5.64843 -3.90615
H: -6.77037 3.73044 -6.00277
H: -6.34681 1.10586 -5.50576
C: -5.73661 -4.54957 5.43828
Br: -4.45950 -4.58749 3.97151
Br: -7.36657 -5.51860 5.00409
Br: -4.94597 -5.17237 7.10287
H: -6.01809 -3.50233 5.59015
C: 4.85057 0.35295 4.71251
Br: 4.01112 0.69669 6.43327
Br: 4.08950 -1.20731 3.83464
Br: 4.81235 1.92116 3.56223
H: 5.90362 0.12682 4.90994
C: 0.80704 -0.94284 -3.44520
Br: 2.63900 -0.28881 -3.44871
Br: 0.60859 -2.53396 -2.34373
Br: -0.45709 0.44760 -2.94266
H: 0.56962 -1.23430 -4.47366
C: 0.15293 -7.08739 -2.61846
Br: 1.80492 -7.88126 -3.27004
Br: 0.37950 -6.28471 -0.86100
Br: -0.59929 -5.82929 -3.89723
H: -0.57090 -7.90147 -2.50723
C: -3.88702 -7.70127 -3.06001
Br: -4.29614 -5.92213 -2.38836
Br: -3.01967 -8.80245 -1.71115
Br: -5.45839 -8.57290 -3.80496
H: -3.17162 -7.57693 -3.87962
C: -9.24562 -9.61928 -3.59747
Br: -9.72941 -10.44177 -5.29256
Br: -9.67352 -7.72188 -3.56532
Br: -10.02608 -10.56294 -2.08609
H: -8.15821 -9.70350 -3.50004
C: 8.15347 1.71485 0.50027
Br: 7.74435 3.49400 1.17191
Br: 9.02082 0.61368 1.84912
Br: 6.58210 0.84323 -0.24469
H: 8.86887 1.83919 -0.31935
C: 12.49342 -0.66051 0.66309
Br: 14.14541 -1.45437 0.01151
Br: 12.71999 0.14217 2.42054
Br: 11.74120 0.59759 -0.61568
H: 11.76959 -1.47459 0.77432
C: 5.12535 -1.44952 -6.74071
Br: 5.81408 0.23960 -7.41626
Br: 5.64026 -1.75266 -4.88942
Br: 3.20208 -1.59902 -6.99078
H: 5.58784 -2.24416 -7.33542
C: -7.85735 8.59597 -2.79825
Br: -6.58023 8.55805 -4.26501
Br: -9.48730 7.62694 -3.23243
Br: -7.06670 7.97318 -1.13365
H: -8.13882 9.64322 -2.64637
C: -5.20009 2.72217 5.74958
Br: -6.31647 1.81062 7.05596
Br: -4.31444 4.27672 6.51331
Br: -3.93413 1.50915 4.90707
H: -5.86527 3.08860 4.96073
C: 5.42535 -4.28144 -10.21942
Br: 6.11408 -2.59232 -10.89498
Br: 5.94026 -4.58458 -8.36814
Br: 3.50208 -4.43095 -10.46950
H: 5.88784 -5.07608 -10.81414
C: -0.57465 10.23207 3.45085
Br: 0.11408 11.92120 2.77529
Br: -0.05974 9.92893 5.30213
Br: -2.49792 10.08257 3.20077
H: -0.11216 9.43743 2.85614
C: 5.38405 6.59889 -1.28692
Br: 4.92005 8.14704 -2.36941
Br: 3.98078 5.25185 -1.31117
Br: 7.10989 5.85527 -1.78930
H: 5.47485 6.94741 -0.25284
C: 2.96245 -8.25993 -8.30434
Br: 1.68168 -7.39175 -9.48323
Br: 4.79566 -7.79273 -8.75752
Br: 2.57007 -7.91617 -6.43037
H: 2.85974 -9.33896 -8.45981
C: -0.32313 15.85140 2.05566
Br: -2.03080 16.47880 1.36711
Br: 1.17532 16.60025 1.06665
Br: -0.15556 16.16231 3.96855
H: -0.29624 14.76723 1.90438
C: -12.57465 -4.82095 -2.67921
Br: -11.88592 -3.13182 -3.35477
Br: -12.05974 -5.12409 -0.82793
Br: -14.49792 -4.97045 -2.92929
H: -12.11216 -5.61559 -3.27393
C: 3.72303 8.42881 7.11199
Br: 3.23923 7.60633 5.41690
Br: 3.29512 10.32621 7.14413
Br: 2.94256 7.48515 8.62337
H: 4.81043 8.34460 7.20941
C: 16.12802 1.88480 3.56257
Br: 17.81355 0.92967 3.73740
Br: 15.26618 2.15352 5.28574
Br: 16.34068 3.55662 2.59114
H: 15.46195 1.25158 2.96724
C: 0.27085 -11.89480 -4.05490
Br: 2.04141 -11.43603 -4.71710
Br: 0.27119 -12.18989 -2.13209
Br: -1.06305 -10.58211 -4.58544
H: -0.01002 -12.84357 -4.52392
C: 4.82477 -3.61020 7.35356
Br: 3.07513 -2.85730 7.74824
Br: 4.84843 -4.52571 5.63730
Br: 6.23313 -2.27445 7.48081
H: 5.02891 -4.36417 8.12095
C: -5.40939 -12.63485 -1.05296
Br: -6.69016 -11.76668 -2.23185
Br: -3.57619 -12.16765 -1.50614
Br: -5.80177 -12.29109 0.82101
H: -5.51210 -13.71388 -1.20843
C: 8.40930 7.26476 7.29782
Br: 7.35819 8.70984 8.06643
Br: 7.53884 6.48419 5.74306
Br: 10.22993 7.82453 6.90305
H: 8.47412 6.47794 8.05660
C: -9.81838 -13.67003 0.49510
Br: -10.22750 -11.89088 1.16674
Br: -8.95103 -14.77120 1.84395
Br: -11.38975 -14.54165 -0.24985
H: -9.10298 -13.54569 -0.32452

Force components x, y, z for each atom (eV/Å):
-0.53 -0.14 -0.21
-1.16 1.20 -3.43
-1.74 -1.08 -1.04
-1.93 0.34 0.58
-1.16 0.14 -0.89
1.22 -0.68 2.16
-3.07 3.98 -4.74
-0.05 -5.18 0.70
1.38 -0.17 5.33
1.73 -0.04 -1.74
-3.48 -2.79 1.59
2.23 0.94 4.98
1.21 1.97 3.01
1.27 2.08 -1.34
0.78 -3.54 1.67
-1.94 7.16 -3.85
-1.82 0.77 -0.06
-0.77 1.61 -3.93
-0.37 -5.93 2.51
3.72 5.46 -3.10
-1.92 -3.80 -5.81
3.22 0.03 -3.32
2.99 -1.06 1.23
1.25 -1.32 2.72
0.06 0.31 0.59
-0.57 -1.12 -3.34
0.73 -5.91 0.42
0.93 -0.28 3.66
0.00 0.93 0.20
-1.55 7.80 -0.96
-1.86 -0.01 2.20
-3.18 -0.43 -1.87
-1.64 3.60 7.89
-2.14 1.68 -0.03
1.50 1.66 -1.40
0.10 -1.87 -1.87
-1.95 0.08 1.76
-0.58 0.92 -2.51
-0.12 -1.04 3.55
-2.12 -1.16 -0.43
-1.08 -0.92 -2.21
0.78 1.99 -1.02
1.73 0.52 0.85
-1.96 -2.01 1.25
0.60 -0.96 2.77
1.54 0.18 -2.23
2.60 -0.77 -0.01
-0.17 -1.68 -2.15
0.52 -2.49 0.53
0.71 -0.94 2.47
0.46 1.84 2.26
0.21 0.39 -0.22
-0.43 -0.12 0.50
0.32 0.12 0.11
-0.20 0.06 -0.37
0.18 -0.40 -0.10
0.22 -0.15 0.21
0.13 0.02 -0.54
0.28 0.39 0.31
0.39 -0.53 0.68
-0.47 0.09 -0.10
0.17 0.03 -0.33
-0.08 -0.11 0.11
0.06 0.41 -0.17
5.33 -6.16 -4.60
0.25 0.03 0.41
-0.16 -0.05 0.12
-0.36 0.21 0.40
-0.06 -0.18 -0.54
0.21 -0.39 0.26
0.36 0.33 -0.05
0.18 0.35 -0.05
0.08 -0.58 -0.15
-0.31 0.54 -0.26
0.39 0.21 0.11
-0.31 -0.05 0.33
0.06 -0.03 0.04
0.10 0.19 0.39
0.13 -0.49 0.00
0.03 0.38 -0.43
-0.46 0.12 -0.02
0.01 -0.05 -0.21
0.08 -0.49 -0.07
-0.39 0.29 -0.17
0.36 0.25 0.26
-0.28 -0.06 0.39
-0.19 -0.17 0.00
-0.40 0.28 0.18
0.04 -0.14 -0.39
0.37 -0.26 0.20
0.30 0.38 -0.04
0.03 -0.10 -0.04
-0.19 -0.36 0.19
-0.02 0.05 -0.52
0.51 0.01 -0.02
-0.25 0.45 0.30
-0.09 0.23 0.13
-0.29 -0.03 0.34
0.45 0.18 0.09
-0.19 0.10 -0.48
0.14 -0.49 -0.08
-1.43 1.18 -0.57
0.06 0.15 -0.06
-0.13 -0.06 0.02
-1.18 3.97 3.72
-0.13 0.23 0.56
-0.03 -0.14 -0.22
-0.18 -0.37 0.25
0.01 0.29 -0.41
0.64 0.19 0.12
-0.21 0.35 0.29
-0.02 -0.36 -0.06
-0.10 -0.28 0.19
-0.19 0.17 -0.50
0.51 0.10 0.10
-0.18 0.27 0.19
0.00 0.11 -0.02
0.12 -0.40 0.25
2.38 1.19 -2.61
-0.40 0.20 0.04
-0.05 -0.15 -0.44
-0.07 -0.27 0.03
0.21 -0.33 0.35
-0.49 -0.34 0.07
0.08 0.01 -0.72
0.04 0.50 0.04
-0.01 -0.23 0.02
0.45 -0.11 0.19
-0.38 -0.14 0.26
-0.05 -0.04 -0.52
-0.05 0.48 0.07
0.16 -0.16 -0.07
-0.20 -0.41 0.21
-0.16 0.12 -0.50
0.45 0.07 0.08
-0.24 0.34 0.27
0.20 -0.07 0.02
0.08 0.22 0.39
0.11 -0.49 0.01
0.16 0.26 -0.42
-0.53 0.03 -0.07
-0.13 -0.12 -0.15
-0.40 0.28 -0.01
0.23 -0.05 -0.44
-0.03 -0.42 0.29
0.29 0.28 0.26
-0.03 -0.17 -0.12
-0.44 -0.14 0.18
-0.01 0.17 -0.45
0.36 -0.28 0.14
0.12 0.45 0.22
-0.14 -0.17 0.15
0.48 -0.22 -0.17
0.01 0.21 0.44
-0.26 -0.29 -0.08
-0.06 0.37 -0.37
0.12 -0.24 0.04
0.35 -0.40 0.40
-0.49 -0.41 0.11
0.06 -0.02 -0.53
0.02 0.51 0.05
0.04 -0.25 0.09
0.31 -0.27 -0.19
0.18 0.26 0.40
-0.49 -0.09 0.08
-0.04 0.37 -0.35
0.17 0.06 -0.15
0.07 -0.53 -0.07
-0.27 0.27 -0.31
0.37 0.23 0.22
-0.29 -0.01 0.34

=====

(2)
Below is C11H24LiN2O6P2S2 as an isolated structure, with properties calculated with ωB97M-V/def2-TZVPD.

Properties
Multiplicity: 1
HOMO energy, eV: -9.82
Charge: +1

CARTESIAN COORDINATES (ANGSTROEM)
C: -0.05451 -2.77848 4.56268
C: -1.54110 -2.39145 4.47051
N: -1.82226 -1.37156 3.44379
C: -3.28352 -1.28369 3.28699
C: -3.78370 -2.39051 2.35358
C: -1.24603 -0.13710 3.82267
S: -1.93186 0.88444 4.87269
S: 0.34400 0.30332 3.14197
C: -0.02025 0.76311 1.42453
C: 0.59545 2.12094 1.11034
C: 0.64144 2.32579 -0.40391
N: 1.72760 1.49079 -0.97663
C: 2.97848 2.17480 -1.30124
C: 2.95994 2.64606 -2.74209
O: 1.77362 3.38272 -3.07554
C: 1.39246 0.70297 -2.06452
O: 2.10554 -0.19771 -2.49659
O: 0.26772 1.06959 -2.76997
P: 0.46564 0.81947 -4.38497
P: 0.27750 -1.33882 -4.69512
O: -0.06818 -2.04281 -3.46456
O: -0.73911 -1.59276 -5.88546
O: 1.73538 -1.70952 -5.22038
H: 0.33981 -2.58637 5.55241
H: 0.08348 -3.83215 4.35518
H: 0.50132 -2.22066 3.82344
H: -1.89319 -2.03853 5.44133
H: -2.10099 -3.28932 4.24532
H: -3.56086 -0.33812 2.83879
H: -3.80966 -1.35204 4.23574
H: -4.74508 -2.76746 2.68577
H: -3.09826 -3.22983 2.37726
H: -3.87464 -2.05233 1.32921
H: 0.47027 0.02639 0.79240
H: -1.07556 0.72574 1.17994
H: -0.05042 2.88731 1.52753
H: 1.58537 2.17597 1.54955
H: 0.88564 3.36843 -0.57156
H: -0.32982 2.06132 -0.79475
H: 3.77203 1.43135 -1.27043
H: 3.25312 2.94509 -0.59577
H: 3.07352 1.76241 -3.38412
H: 3.82412 3.28914 -2.92191
H: 1.27117 2.89905 -3.73378
H: -0.77540 1.27392 -4.86855
H: -1.00730 -2.51925 -5.87475
H: 1.72324 -2.60044 -5.58887
Li: 2.76386 2.53080 -5.33815

Force components x, y, z for each atom (eV/Å):
-0.44 0.04 -0.07
0.98 -0.56 0.11
-0.32 0.43 0.06
-0.46 -0.43 -0.66
0.15 -0.13 0.37
-0.31 0.33 0.12
-0.05 0.08 0.06
0.19 0.03 0.22
0.57 -0.51 -0.29
-0.78 -0.40 -0.22
0.98 0.18 1.17
-1.54 0.07 -0.86
0.58 -1.02 -0.31
0.33 1.03 -0.24
0.93 0.44 -0.34
1.46 -1.60 0.19
-1.04 1.53 0.18
-0.46 -0.39 0.11
0.51 0.38 -0.87
0.22 -1.24 1.24
-0.39 0.20 0.14
0.36 0.61 -0.37
-0.23 0.57 -0.53
0.18 0.15 0.13
0.02 -0.21 -0.05
0.31 0.03 -0.03
-0.17 0.22 0.09
-0.32 0.01 -0.27
0.18 0.36 0.11
0.12 0.09 0.33
-0.23 0.03 -0.05
0.11 -0.19 -0.12
0.05 0.06 -0.20
-0.03 -0.23 -0.09
-0.27 0.07 0.26
0.16 0.28 0.26
0.19 0.23 0.06
-0.27 0.20 -0.44
-0.06 0.05 -0.45
0.23 -0.03 0.24
-0.44 0.25 0.22
-0.08 -0.19 -0.01
0.10 0.11 0.07
-0.53 -0.15 0.23
-0.18 -0.21 0.34
-0.42 -0.18 -0.04
0.36 -0.23 -0.07
-0.24 -0.16 0.29

=====

| no. | strongest force on any atom (eV/A) | total energy (eV) | gap between HOMO and LUMO (Eh) |
| --- | --- | --- | --- |
| 1 | 9.36 | -5120132.320 | 0.20774 |
| 2 | 2.18 | -67509.053 | 0.19187 |